(1)
C16H18F12N6O12S4Zn2 | ωB97M-V/def2-TZVPD

Calculated values
* HOMO-LUMO gap: 0.305 Ha
* E_LUMO: -1.761 eV
* max |F|: 6.0 eV/Å
* total energy: -223179.713 eV
* ΔE to the lowest compared entry with this formula, charge and spin: 36.07 kJ/mol

Geometry as ORCA input:
```
! RIJCOSX wB97M-V def2-TZVPD def2/J DEFGRID3
* xyz 0 1
Zn -0.3379 1.0309 3.7981
Zn -2.4091 1.1375 -1.0146
C 0.2821 4.7612 -2.0552
F -0.5677 5.5622 -2.7108
F 0.8716 3.9937 -2.9261
F 1.2210 5.5039 -1.4735
S -0.6374 3.7959 -0.7104
O 0.4244 3.0147 -0.0593
O -1.2740 4.6949 0.2797
O -1.6266 2.9609 -1.3815
C 2.0267 -0.0991 0.1155
F 2.3394 1.1085 -0.1879
F 2.2558 -0.8204 -0.9783
F 2.8380 -0.5412 1.0201
S 0.1433 -0.2474 0.7200
O -0.0600 -1.6974 0.7264
O 0.1009 0.3332 2.0709
O -0.7572 0.5208 -0.2307
C -4.8265 1.4503 2.7852
F -5.7491 2.3965 2.7327
F -4.6539 0.9573 4.0185
F -5.2847 0.4211 1.9898
S -3.1357 2.0926 2.1055
O -3.0540 1.5918 0.7457
O -3.2762 3.5753 2.0430
O -2.0429 1.5789 2.9878
C -1.2469 -3.5043 3.9713
F -0.1716 -3.5497 4.7431
F -0.9193 -3.7765 2.6660
F -2.0267 -4.5366 4.4175
S -2.2159 -1.7924 4.1358
O -2.9237 -1.8604 5.4224
O -1.1120 -0.7490 4.2501
O -3.1570 -1.7207 3.0171
C 1.7735 -1.7567 -4.1669
C 0.5607 -2.3246 -4.8438
N -0.3010 -2.7904 -5.3738
H 2.3215 -1.0845 -4.8272
H 2.3769 -2.6100 -3.8570
H 1.4686 -1.1490 -3.3150
C -2.2110 -0.0424 -5.4157
C -1.7439 0.2364 -4.0191
N -1.5340 0.4461 -2.9220
H -3.1710 0.4360 -5.6096
H -2.3243 -1.1239 -5.3418
H -1.5122 0.2528 -6.1984
C 2.0478 -4.0257 1.5276
C 3.4279 -4.4743 1.1162
N 4.4633 -4.9037 0.7770
H 1.4986 -4.9257 1.8043
H 1.5773 -3.6148 0.6344
H 2.0070 -3.3205 2.3578
C 5.6954 0.5587 -1.3713
C 6.6042 0.8732 -2.5343
N 7.3515 1.1447 -3.4060
H 6.0784 1.0230 -0.4626
H 5.7557 -0.5289 -1.3303
H 4.6567 0.7320 -1.6525
C -2.9787 -3.3710 0.1051
C -3.0145 -1.9845 -0.3317
N -3.1259 -0.9078 -0.7344
H -3.4469 -3.9604 -0.6833
H -3.6105 -3.5395 0.9773
H -1.9661 -3.7470 0.2513
C 2.4640 3.9596 1.6933
C 1.3625 3.4247 2.5283
N 0.3787 3.0666 3.0895
H 2.5882 3.4585 0.7334
H 3.3293 4.0322 2.3522
H 2.1150 4.9540 1.4150
*
```

***

(2)
C4H5N3O | ωB97M-V/def2-TZVPD

Calculated values
* HOMO-LUMO gap: 0.311 Ha
* E_LUMO: -0.640 eV
* SMILES: [H]/N=C1/N=CC(=C)N1O
* max |F|: 4.7 eV/Å
* total energy: -10743.253 eV
* ΔE to the lowest compared entry with this formula, charge and spin: 420.82 kJ/mol

Geometry as ORCA input:
```
! RIJCOSX wB97M-V def2-TZVPD def2/J DEFGRID3
* xyz 0 1
H 2.8716 0.6744 0.0936
N 2.6671 -0.2730 0.1680
C 1.3920 -0.4698 -0.0760
N 0.8099 -1.7173 -0.1483
C -0.4980 -1.5361 -0.1254
C -0.8644 -0.1213 -0.1791
C -2.0672 0.3612 0.1443
N 0.4853 0.4852 -0.4646
O 0.7601 1.7869 -0.2640
H -1.1289 -2.4022 -0.2061
H -2.9151 -0.2715 -0.0695
H -2.2648 1.4256 0.4645
H 0.7522 2.0579 0.6625
*
```

***

(3)
C42H41NO2P2PdS2 | ωB97M-V/def2-TZVPD

Calculated values
* HOMO-LUMO gap (spin up / spin down): 0.172 / 0.206 Ha
* E_LUMO (spin up / spin down): -0.761 / -0.760 eV
* max |F|: 2.1 eV/Å
* total energy: -93524.247 eV
* ΔE to the lowest compared entry with this formula, charge and spin: 0.00 kJ/mol

Geometry as ORCA input:
```
! RIJCOSX wB97M-V def2-TZVPD def2/J DEFGRID3
* xyz 0 3
Pd 0.5399 -0.7595 -6.3446
C -2.1949 0.1784 -0.5295
C -2.1883 0.0725 -1.9222
C -2.7632 1.1016 -2.8074
C -1.7580 2.1349 -3.3840
C -0.8251 2.7411 -2.3793
C -1.0947 3.0275 -1.1037
C -2.3795 2.7102 -0.3345
C -2.4462 1.3306 0.1869
C 1.4576 -0.9843 -4.5083
H -2.0414 -0.7409 0.0497
H -2.2273 -0.9501 -2.2782
H -3.6102 1.5953 -2.2928
H -3.2082 0.5764 -3.6699
H -1.1247 1.6600 -4.1566
H -2.3604 2.8948 -3.9187
H 0.1470 3.0201 -2.8157
H -0.3524 3.5767 -0.5029
H -3.2811 2.9111 -0.9430
H -2.4216 3.4174 0.5201
H -0.4067 1.4114 1.4931
H -2.8404 1.2654 1.2018
H 0.9974 -1.8815 -4.1210
H 1.3577 -0.1370 -3.8127
H 2.4939 -1.1442 -4.8276
P -0.6100 -1.6890 -7.9624
P 1.5022 0.4829 -8.0584
C -1.1078 -0.0964 -8.6703
C -0.1138 0.8276 -8.8329
C -0.6068 -2.9860 -9.1769
C -1.6428 -2.8012 -10.1084
C -1.8732 -3.7598 -11.0887
C -1.0710 -4.9075 -11.1276
C -0.0326 -5.0886 -10.1983
C 0.2080 -4.1354 -9.2038
C -1.7764 -2.1323 -6.6814
C -1.6853 -1.0920 -5.7091
C -1.5697 -1.4963 -4.3593
C -2.0333 -2.7341 -3.9633
C -2.3715 -3.6789 -4.9397
C -2.1855 -3.4155 -6.3011
C 2.4913 0.7114 -9.6461
C 2.2442 -0.1607 -10.7290
C 2.6345 0.1863 -12.0262
C 3.3298 1.3799 -12.2648
C 3.6291 2.2250 -11.1917
C 3.2370 1.8809 -9.8918
C 1.9718 1.9860 -7.1196
C 3.2207 2.1133 -6.4791
C 3.5327 3.2998 -5.8074
C 2.6026 4.3444 -5.7524
C 1.3535 4.1965 -6.3607
C 1.0304 3.0123 -7.0226
H -2.1708 0.0504 -8.9110
H -0.1645 1.7227 -9.4555
H -2.2424 -1.8909 -10.0371
H -2.6702 -3.5888 -11.8141
H -1.2610 -5.6580 -11.8979
H 0.5930 -5.9806 -10.2642
H 1.0048 -4.2609 -8.4645
H -1.8685 -0.0607 -6.0030
H -1.0465 -0.8578 -3.6732
H -2.1522 -2.9643 -2.8977
H -2.7348 -4.6697 -4.6192
H -2.3561 -4.1946 -7.0482
H 1.6984 -1.0919 -10.5561
H 2.3792 -0.4661 -12.8634
H 3.6185 1.6552 -13.2817
H 4.1492 3.1687 -11.3708
H 3.4832 2.5578 -9.0713
H 3.9436 1.2962 -6.5118
H 4.5092 3.4236 -5.3369
H 2.8486 5.2775 -5.2413
H 0.6270 5.0078 -6.3425
H 0.0532 2.8866 -7.4864
O -2.2903 0.4475 3.4985
S -0.9079 0.7937 3.7270
O -0.5799 1.9932 4.4511
N -0.0926 0.7722 2.2157
C 0.7210 -0.2997 1.9525
S 1.2839 -0.5869 0.4247
C 0.9053 -1.0468 3.1785
C 1.7248 -2.1594 3.4150
C 1.7445 -2.7393 4.6839
C 0.9223 -2.2446 5.7092
C 0.0778 -1.1504 5.4840
C 0.0874 -0.5727 4.2224
H 2.3556 -2.5482 2.6150
H 2.4072 -3.5760 4.9079
H 0.9298 -2.6999 6.6949
H -0.5813 -0.7513 6.2517
*
```

***

(4)
C4H9NOS | ωB97M-V/def2-TZVPD

Calculated values
* HOMO-LUMO gap: 0.158 Ha
* E_LUMO: -4.140 eV
* max |F|: 5.7 eV/Å
* total energy: -18660.127 eV
* ΔE to the lowest compared entry with this formula, charge and spin: 713.91 kJ/mol

Geometry as ORCA input:
```
! RIJCOSX wB97M-V def2-TZVPD def2/J DEFGRID3
* xyz 0 1
O -2.4732 0.0151 -0.9387
C -2.0899 0.4378 0.1751
C -1.0095 1.2299 0.5781
C 0.4150 -0.6539 -2.2341
C 1.3509 -1.2604 -1.3773
S 2.5671 -0.4273 1.7792
N -0.5064 1.1663 1.8786
H -2.6008 -0.0228 1.0688
H -0.5548 1.8630 -0.1501
H 0.4229 0.4778 -2.3871
H -0.5601 -1.0441 -2.5524
H 1.9803 -0.8125 -0.6402
H 1.1916 -2.3474 -1.3603
H 1.7036 -1.3687 2.2532
H -0.2244 2.1514 2.0911
H 0.3878 0.5958 1.8159
*
```

***

(5)
C17H25BO4S3 | ωB97M-V/def2-TZVPD

Calculated values
* HOMO-LUMO gap: 0.207 Ha
* E_LUMO: 4.371 eV
* max |F|: 5.6 eV/Å
* total energy: -59402.567 eV

Geometry as ORCA input:
```
! RIJCOSX wB97M-V def2-TZVPD def2/J DEFGRID3
* xyz -2 1
C -0.4199 -2.2118 5.7300
C -1.0262 -2.5977 4.2805
S 0.2698 -2.2190 3.0008
C -0.6697 -1.8871 1.4049
B -0.1797 -0.3808 0.8556
C -1.3265 0.7134 1.3808
C -1.0774 2.0474 0.4995
C -0.1175 3.1086 1.1299
C 0.1627 4.3802 0.2625
C -0.4845 4.5521 -1.1473
C -1.4601 3.4901 -1.7135
C -1.7649 2.2129 -0.8838
C -2.7543 1.0431 -1.3703
O 1.1598 -0.1852 1.4965
C 2.2045 -0.4422 0.5231
S 3.3711 0.9854 0.8523
C 1.5227 -0.5545 -0.9883
C 1.6322 -2.0215 -1.6091
C 0.6662 -2.2981 -2.8531
C 0.6778 -1.1567 -3.9751
S -0.4422 -1.4869 -5.4236
C 2.3225 0.6237 -1.7675
O 1.8632 1.7961 -1.9473
O 3.5798 0.3256 -2.3253
O 0.1566 -0.3167 -0.5927
H 0.5782 -2.7777 5.8399
H -1.1354 -2.4553 6.5930
H -0.1396 -1.0982 5.6763
H -1.9562 -1.9523 4.0467
H -1.3099 -3.7097 4.2946
H -0.3556 -2.6693 0.6259
H -1.8005 -1.8922 1.5746
H -2.3953 0.3225 1.2449
H -1.1502 0.8990 2.4990
H 0.3654 3.0005 2.1523
H 0.8563 5.1792 0.6934
H -0.2447 5.4864 -1.7476
H -1.9636 3.5721 -2.7439
H -2.3659 0.0053 -1.0849
H -3.7359 1.1933 -0.7747
H -2.9849 1.1218 -2.4943
H 2.7684 -1.4358 0.5944
H 2.5258 2.0997 0.8509
H 2.7295 -2.3083 -1.8268
H 1.3013 -2.7526 -0.7723
H -0.4151 -2.5334 -2.5599
H 1.0631 -3.2603 -3.3656
H 1.7477 -1.0725 -4.3899
H 0.4181 -0.1319 -3.5122
H -0.2670 -0.3507 -6.2334
*
```

***

(6)
C5H10 | ωB97M-V/def2-TZVPD

Calculated values
* HOMO-LUMO gap: 0.367 Ha
* E_LUMO: 1.115 eV
* SMILES: CC=C(C)C
* max |F|: 1.8 eV/Å
* total energy: -5346.317 eV
* ΔE to the lowest compared entry with this formula, charge and spin: 91.52 kJ/mol

Geometry as ORCA input:
```
! RIJCOSX wB97M-V def2-TZVPD def2/J DEFGRID3
* xyz 0 1
C -1.2116 -0.5121 1.5892
C -0.0409 0.2313 0.9510
C 0.3269 0.1591 -0.3032
C -0.3809 -0.8281 -1.2217
C 1.4043 1.0375 -0.9013
H -0.8467 -1.2321 2.3265
H -1.7854 0.2894 2.1748
H -1.8946 -0.9728 0.8309
H 0.4906 0.8920 1.6295
H 0.2023 -0.9867 -2.1754
H -0.3868 -1.8820 -0.8102
H -1.4350 -0.5610 -1.5173
H 1.4255 1.0332 -2.0404
H 1.2485 2.1046 -0.5923
H 2.3948 0.7893 -0.5102
*
```